Computed, not measured: 2 unconnected molecules or ions with the total composition CNO4S at a distorted geometry, with wB97M-V/def2-TZVPD.

```
7
Properties=species:S:1:pos:R:3:forces:R:3
C 1.5546 0.5151 -0.4053 1.35 0.13 0.47
N -1.2976 -0.4554 0.4237 1.80 -0.82 -0.64
O 1.9108 0.4352 0.6907 -0.38 0.22 -0.39
O -2.3373 -1.0674 0.4268 -1.37 -2.58 -0.33
O -1.3326 0.7041 0.7061 0.60 3.89 0.82
O -0.1529 -0.9737 0.1253 -1.31 -0.62 -0.21
S 1.6549 0.8420 -1.9673 -0.68 -0.21 0.26
```
Forces are in eV/Å.

total charge = -1
spin multiplicity = 1
energy relative to the best compared isomer or geometry (same formula, charge and spin) = 281.19 kJ/mol
E_LUMO = 3.2252 eV
gap between HOMO and LUMO = 0.2858 Eh
HOMO level = -4.5505 eV

What are the Löwdin partial charges on each atom? They are as follows, in elementary charge units: -0.87, -0.65, 0.08, -0.03, -0.03, -0.13, 0.64